No. 1
Entry from the OMol25 dataset: a structure of composition C9H20BaClN5O6 (wB97M-V/def2-TZVPD).

Element x y z (Å)
Cl: 4.866 1.042 0.336
O: -0.118 2.110 1.915
O: 4.455 0.596 1.662
C: -1.403 3.262 0.474
H: 2.478 -2.873 -1.589
H: -3.184 4.206 1.264
C: 1.590 -3.429 -1.889
C: 0.384 -2.261 -0.136
N: -0.359 -2.382 1.019
N: -0.572 3.966 -1.601
H: -2.638 2.755 2.138
H: -3.176 3.791 -2.466
H: -3.494 4.769 -1.040
Ba: 1.866 1.211 0.739
H: -1.008 -0.387 0.992
O: 4.232 0.166 -0.632
H: 1.195 -3.000 -2.819
O: -0.722 4.349 -2.918
O: 4.302 2.372 0.148
C: -0.094 -3.487 1.931
N: -0.377 2.527 0.681
H: 0.649 -3.197 2.683
H: -0.057 -5.430 -0.758
H: -3.635 3.017 -0.966
C: -2.313 3.648 1.600
C: -1.620 3.718 -0.915
H: 0.284 -4.353 1.400
H: -1.765 4.255 2.324
H: -0.831 -4.412 -1.985
N: 0.817 -1.101 -0.515
H: 1.181 -1.149 -1.461
C: -3.048 3.834 -1.385
O: 6.270 1.043 0.203
H: -1.599 -1.371 2.345
H: -1.013 -3.764 2.448
H: 0.060 -0.786 2.353
H: -1.256 -4.213 -0.282
H: -1.663 4.439 -3.131
C: -0.439 -4.427 -0.963
N: 0.615 -3.433 -0.817
H: 1.884 -4.458 -2.091
C: -0.743 -1.162 1.704

Forces on the atoms, in the same order (eV/Å):
0.434 -0.087 -0.054
-0.075 0.063 0.436
-0.028 -0.051 0.087
-0.013 0.009 0.208
0.006 -0.012 -0.002
0.003 0.004 -0.025
-0.002 -0.008 0.005
-0.097 0.050 0.023
0.077 0.017 -0.025
-0.016 -0.003 0.104
-0.012 0.025 0.000
0.035 -0.054 -0.026
0.001 0.013 -0.015
-0.639 -0.014 -0.127
-0.034 -0.002 0.010
-0.071 -0.089 -0.059
-0.008 0.002 0.005
-0.026 0.028 -0.068
0.036 0.142 -0.023
0.005 -0.005 0.018
0.118 -0.165 -0.360
-0.006 0.007 0.004
0.007 0.001 -0.002
0.001 0.021 0.015
-0.036 -0.046 -0.003
-0.008 0.070 -0.195
0.013 0.019 0.031
0.012 -0.006 -0.010
-0.002 0.000 -0.001
0.169 0.053 0.104
-0.001 -0.009 0.009
-0.031 0.043 0.052
0.195 0.025 -0.017
-0.010 0.006 -0.009
-0.003 -0.005 0.001
-0.009 0.012 -0.010
0.001 -0.006 -0.030
-0.006 -0.004 0.022
-0.018 0.017 -0.042
-0.015 -0.039 -0.012
0.009 0.003 -0.005
0.041 -0.023 -0.017

## Properties
- Kohn-Sham gap (eV) = 8.2
- electronic energy (hartree) = -1565.56086
- energy relative to the best compared isomer or geometry (same formula, charge and spin) (eV) = 0.148
- HOMO energy (eV) = -8.03
- max |F| (eV Å⁻¹) = 0.651



No. 2
Entry from the OMol25 dataset: a structure of composition C39H32NP2STc (wB97M-V/def2-TZVPD).

Element x y z (Å)
H: -5.767 -0.636 1.919
H: -1.129 2.504 -3.031
H: 2.886 4.771 -3.172
C: -4.502 0.331 -1.075
C: 0.280 -5.499 -2.503
C: 2.140 -1.844 3.116
H: -2.160 3.168 1.960
H: -3.613 -1.689 -2.840
C: -1.321 -0.696 -5.794
P: -1.800 0.474 -1.948
C: 0.958 -4.395 -0.528
H: -3.837 -2.827 -5.008
H: -1.710 -0.534 0.724
H: 0.585 1.681 2.703
H: -0.684 -0.421 -6.625
C: 1.425 -1.517 1.942
H: 1.831 1.099 4.701
H: -2.868 2.457 -2.756
P: -0.257 2.435 -0.089
H: -6.489 0.217 -0.277
H: -3.363 -0.994 2.401
C: -2.025 -0.387 -3.510
H: -0.729 -4.299 -4.006
C: -3.682 -0.632 1.433
C: 0.087 5.088 3.602
H: -0.439 0.732 -4.472
C: 0.862 -0.209 1.718
H: 2.126 5.408 3.016
H: 0.219 -6.401 -3.099
C: 1.015 0.694 2.754
C: -3.093 -2.051 -4.884
H: 3.549 0.593 -2.459
C: -2.971 -1.402 -3.662
C: 1.890 1.512 -1.431
H: 0.950 4.759 -1.645
C: -3.149 0.116 -0.824
C: -2.275 -1.695 -5.948
N: 0.529 -2.129 -0.198
Tc: -0.037 -0.004 -0.173
C: -0.270 -4.287 -3.027
H: 2.852 -1.124 5.001
C: 1.505 3.845 -1.821
C: -0.217 -3.134 -2.317
H: 0.158 5.724 4.474
H: 2.567 -2.832 3.251
H: -0.621 -2.212 -2.713
C: -5.029 -0.426 1.155
H: -1.976 4.600 3.943
C: 3.326 2.688 -2.908
C: 2.979 1.495 -2.288
C: -2.772 -0.355 0.430
C: -1.216 3.655 2.179
C: -1.710 3.042 -1.007
C: -1.116 4.459 3.303
H: 4.178 2.711 -3.576
C: 2.596 3.852 -2.679
C: 0.900 -5.558 -1.254
H: -1.556 4.106 -1.198
C: 1.193 4.913 2.782
H: -2.582 2.954 -0.356
C: 0.396 -3.166 -1.027
C: 1.198 -2.486 0.950
C: 1.105 4.109 1.654
H: 1.317 -6.487 -0.887
C: -5.437 0.055 -0.085
C: 2.301 -0.897 4.099
C: 1.728 0.356 3.918
H: -2.385 -2.192 -6.903
C: -1.898 2.258 -2.296
H: 1.974 3.978 1.022
C: 1.144 2.662 -1.180
H: 1.696 0.541 -0.919
S: 1.656 -4.133 1.029
C: -1.190 -0.045 -4.577
H: -4.832 0.706 -2.037
C: -0.105 3.485 1.349

Forces on the atoms, in the same order (eV/Å):
0.002 -0.004 -0.014
0.005 0.012 0.007
-0.001 -0.006 0.004
-0.071 -0.039 0.033
-0.025 0.120 0.001
-0.058 0.040 -0.091
0.020 -0.001 -0.010
-0.023 0.028 0.021
0.018 0.018 0.034
0.097 -0.111 0.097
-0.087 0.292 -0.009
-0.009 0.018 0.009
0.205 -0.239 0.119
-0.007 0.062 -0.013
-0.008 0.008 0.009
0.036 0.166 0.207
-0.017 0.004 -0.027
0.006 0.072 -0.013
-0.173 -0.335 0.006
0.013 0.000 -0.005
-0.001 0.004 -0.007
0.007 0.011 -0.035
0.013 -0.030 0.006
-0.004 0.061 -0.078
0.017 0.012 0.007
-0.021 -0.013 0.008
0.053 -0.289 0.216
-0.009 0.002 -0.007
-0.002 0.022 0.004
0.046 -0.128 0.089
0.011 0.029 0.040
-0.007 0.000 -0.001
-0.034 -0.052 -0.010
-0.248 0.000 -0.048
0.001 -0.013 0.005
-0.126 -0.034 0.071
0.002 -0.010 0.003
0.230 -0.095 0.453
-0.029 0.839 -0.357
0.095 -0.364 0.022
-0.010 -0.002 0.001
0.050 -0.009 -0.038
0.133 0.062 0.301
0.001 -0.011 0.001
-0.020 -0.006 -0.040
0.022 0.006 0.044
-0.051 0.001 0.014
0.001 0.004 -0.010
0.018 0.038 -0.025
-0.073 0.047 0.007
-0.008 0.106 -0.006
-0.042 0.001 0.073
-0.002 0.135 -0.009
-0.031 -0.030 -0.028
-0.007 0.009 0.008
0.007 -0.047 0.005
-0.104 -0.084 -0.257
-0.062 0.016 -0.032
0.021 -0.011 -0.028
-0.006 -0.016 0.003
-0.016 -0.217 -0.328
-0.241 0.025 -0.483
0.017 0.022 0.055
-0.008 0.012 -0.004
0.069 -0.004 0.013
0.005 0.007 0.002
-0.060 0.147 -0.016
0.005 0.004 0.007
-0.082 0.025 -0.097
-0.011 -0.004 -0.010
0.189 0.128 -0.089
0.226 -0.378 0.254
0.050 -0.085 0.020
0.037 0.006 -0.055
0.018 -0.015 -0.006
0.049 0.063 0.006

## Properties
- Kohn-Sham gap (alpha / beta) (eV) = 6.7 / 4.8
- electronic energy (hartree) = -2720.81843
- HOMO energy (alpha / beta) (eV) = -16.60 / -16.61
- multiplicity = 4
- charge = +3
- max |F| (eV Å⁻¹) = 0.912



No. 3
Entry from the OMol25 dataset: a cluster of 2 separate species, C2H2FNO2 in total (wB97M-V/def2-TZVPD).

Element x y z (Å)
F: -0.006 1.737 -0.338
O: -1.974 -0.577 0.233
C: 0.497 -0.571 -0.374
C: 0.814 0.708 -0.075
N: -1.695 -0.003 1.158
H: 1.237 -1.329 -0.105
H: 1.740 1.018 0.380
O: -0.614 -0.982 -0.880

Forces on the atoms, in the same order (eV/Å):
-0.141 0.069 -0.205
-0.366 1.444 2.892
-0.088 -0.332 0.025
-0.334 -0.065 0.385
-0.261 -0.963 -1.819
0.101 0.115 0.168
0.104 -0.036 0.034
0.984 -0.232 -1.482

## Properties
- Kohn-Sham gap (alpha / beta) (eV) = 7.6 / 7.6
- electronic energy (hartree) = -382.32656
- energy relative to the best compared isomer or geometry (same formula, charge and spin) (eV) = 5.548
- HOMO energy (alpha / beta) (eV) = -8.69 / -8.69
- max |F| (eV Å⁻¹) = 3.253



> Number 3 is which compound?

C2H2FNO2